C38H55F13I2N5O4 | the ωB97M-V functional and the def2-TZVPD basis

Computed properties:
**Multiplicity**: 3
**Total charge**: +1
**Frontier orbital gap (spin up / spin down)**: 6.019 / 7.047 eV

Structure (XYZ):
```
117
C38H55F13I2N5O4 | the OMol25 dataset | the ωB97M-V functional and the def2-TZVPD basis
H -10.56585 -2.07276 6.01666
H 8.84503 2.74609 -6.13555
C 3.65089 -0.47513 -0.87900
C 1.22344 0.81910 -2.50519
N 5.77818 1.24230 -6.17587
F -2.39074 4.89711 3.47174
C 4.15862 0.76866 -0.15048
H 4.10823 0.60307 0.93070
O -4.98127 -4.76067 2.43323
F -1.92986 0.95590 6.51876
C -4.12847 -2.37196 4.71856
F -1.30892 2.16553 1.84644
H -0.28299 -6.18178 3.71770
C 5.52697 3.69315 -5.87094
H 1.14804 -4.84286 2.20605
C 3.53202 2.20670 -5.89342
C -0.47423 -3.67401 1.44866
C -6.31856 -2.30302 3.62162
C 1.32019 0.57187 -0.97802
F -4.35828 0.75904 6.67844
H -4.23256 -3.39589 5.09211
H 7.02937 0.50731 -8.45354
H -0.50977 -0.59496 -0.94356
C -2.31689 2.68009 2.56049
H -0.14183 0.19306 0.59959
C 4.35252 -1.71304 -0.33461
O 5.56812 0.81552 -4.97903
N -4.93245 -2.08129 3.54294
H 5.21250 0.91227 -0.39499
F -3.13537 2.66510 4.76688
C -2.33904 4.24239 2.32972
H 7.20835 2.26306 -8.47699
H -6.82505 -0.33942 1.34786
F -0.99745 2.89874 4.45982
H -5.44647 -1.40630 6.14467
C -1.86303 0.72777 4.19555
C -8.94615 -1.28983 4.79113
C -4.39101 -1.41706 5.88114
F -1.26760 4.61377 1.67206
H 8.59316 1.25481 -8.14218
H 3.71426 0.54305 -2.84200
H 3.55071 2.15117 -4.80573
H -3.86570 -1.81444 6.74126
H 1.30824 2.68363 -0.60004
N -7.10936 -1.40450 3.11863
H 4.93642 1.66605 -8.54074
N 2.17428 -0.61966 -0.68425
H -7.46876 -3.92818 3.65855
H -0.73043 1.15018 -0.75525
H 7.81199 2.52071 -4.73809
O -4.41501 -2.57922 2.33733
F -3.46415 2.15665 2.12005
C 7.24269 1.35608 -6.45853
I -9.73744 -0.42560 1.93023
C 0.08711 -4.67037 2.24673
H 3.71222 2.87484 -8.24809
C 3.36695 2.02875 -0.49504
H -3.09583 -2.29014 4.40467
H -9.19024 -3.17506 5.83118
H 1.69363 1.71217 0.80835
H 5.09018 -0.45987 -2.49751
C -2.37371 0.16023 5.54402
H 1.87895 1.61952 -2.84653
H -8.86797 -2.59401 3.03579
C -1.85457 -3.44537 1.48360
H 3.96204 -2.61937 -0.80003
C -3.93241 0.00243 5.64762
H -5.51601 -0.20301 2.49083
H 3.56009 2.33151 -1.52772
H -8.03831 -1.19658 5.36858
C -2.09373 2.26984 4.02888
H 0.13641 -3.05747 0.80801
F -4.51821 0.51129 4.53855
C 7.80426 2.62963 -5.82732
C -2.11346 -5.20668 3.14198
I -10.00651 0.55015 5.07747
C -6.58796 -0.24395 2.39808
H 5.38040 3.36955 -8.43222
C -4.11285 -3.96090 2.37713
C 7.52156 1.35289 -7.97179
H -6.99754 0.66723 2.80977
H 5.41587 -1.64689 -0.55970
H 3.56072 -1.21071 -2.92946
H 4.95370 4.55654 -6.21509
C -8.57468 -1.59145 3.29990
C 7.00787 3.88093 -6.19270
F -1.79315 -1.04085 5.71190
H 0.20896 1.09924 -2.78627
H 7.39314 4.73372 -5.63112
H 4.24503 -1.80786 0.74447
C -0.09768 0.30589 -0.48321
H 2.89300 3.04383 -6.17233
H 7.90708 0.10074 -4.80286
N -6.82754 -3.39804 4.24178
H -6.09307 -4.03928 4.51769
H 3.08436 1.28849 -6.27717
H -10.34134 -2.94203 4.53327
C -2.67673 -4.22249 2.32621
H 3.70834 2.85525 0.13072
H 1.46602 -0.07894 -3.07081
C -9.81204 -2.43726 5.33655
O 1.90075 -1.10952 0.47604
F -0.54585 0.50462 4.16291
C 4.01128 -0.38941 -2.37048
F -3.40598 4.55850 1.62039
C 4.73801 2.59654 -8.01150
C -0.73459 -5.42642 3.09709
H -2.73593 -5.79018 3.80091
H 7.14500 4.12832 -7.24854
C 4.92090 2.42805 -6.48191
F -2.41028 0.03379 3.18587
H -2.30012 -2.66538 0.88836
H 7.52816 -0.78602 -6.28247
H 5.40921 3.65380 -4.78273
H 9.00776 0.17275 -6.17411
C 1.87287 1.80946 -0.26796
C 7.95697 0.13667 -5.88921
```

---

C38H55HfNO2P2 | the ωB97M-V functional and the def2-TZVPD basis

Computed properties:
**Relative energy (zero: lowest compared OMol25 entry of this formula, charge and spin)**: 0.0 kcal per mole
**Total charge**: +2
**Frontier orbital gap**: 4.567 eV

Structure (XYZ):
```
99
C38H55HfNO2P2 | the OMol25 dataset | the ωB97M-V functional and the def2-TZVPD basis
C 3.59375 2.02443 1.18928
H 2.76198 6.51822 -2.22139
O 0.51587 -1.61514 1.45827
C -2.75571 -1.61495 0.26921
C -2.02696 0.00902 2.92359
H -2.44302 -0.50311 -2.49691
H 2.00306 -1.81208 -2.58200
H -0.48249 0.92614 -3.78922
C 0.21104 -2.91363 1.38488
C -0.68781 -4.23593 3.31103
C -5.35300 -2.74249 2.74022
H 4.53985 5.42702 -4.40718
C -1.50840 1.82386 1.13449
H 2.64823 -6.10356 3.86370
H 2.53619 -4.23073 2.25737
H 2.99541 2.01949 -4.25453
H -2.07797 -6.29530 2.45021
H -6.59477 -3.60043 1.19458
H -3.32558 3.53521 -0.66185
O -0.26293 -3.42659 0.37094
H -3.09808 -0.17103 3.13374
C -2.20863 -0.23986 0.32333
C -5.19512 -5.71879 0.36420
C 3.70670 6.00930 -2.46779
C 4.03894 5.00327 -1.40699
H -5.27731 -6.74686 0.73757
C 5.00603 2.78869 -3.81950
C 1.73329 -0.91233 -3.15113
Hf 0.14602 0.09116 0.43046
C 1.64826 -4.51874 2.80715
H -4.49360 -5.73225 -0.47892
H -2.18367 -2.22842 -0.43844
C -1.90109 1.98159 -0.23418
P 1.03322 0.33059 -2.03249
H -0.41071 2.22190 -2.59808
N -1.83668 -3.41376 3.23270
H 0.60720 -6.84250 5.11220
H 0.90852 2.05967 -3.77404
H 2.94256 6.16117 -4.46706
H 6.64258 3.27160 -2.51518
H 3.88117 1.03233 1.56115
C -3.15334 -3.73588 2.91852
C 0.19922 1.50058 -3.15196
C 1.69805 -5.58942 3.70948
H -1.04580 3.85264 1.62120
H -2.91922 -6.51162 0.91489
C -5.64148 -3.66694 1.73371
C -2.26759 3.27703 -0.86323
C 0.55822 -6.00781 4.40832
H 0.96741 -1.19877 -3.88525
H -0.49055 2.65484 2.81971
H 5.25528 1.76317 -3.50662
H -2.20365 3.07619 2.72192
H -1.73847 -2.58077 3.80590
H 1.79267 4.18058 -4.16422
H 3.45658 2.68341 2.05494
H -2.78817 1.22520 -2.76119
C 5.69701 3.74772 -2.81733
C -3.48860 -4.75577 1.99333
C -1.82705 0.47388 1.52647
H 2.12925 4.17679 -0.55867
C -1.29649 2.91439 2.12264
H -6.07856 -1.98618 3.04628
H 3.70069 5.27636 -0.40654
H 5.46119 2.94020 -4.81072
H 2.62658 -0.53428 -3.66927
H -3.85373 -2.14115 4.18487
H 4.39276 2.40759 0.54243
H 0.45836 3.62852 -0.41155
C 4.92286 3.99707 -1.56253
H -3.81949 -1.62975 -0.01745
H -1.49613 -0.93880 3.11143
H -1.62599 -5.30348 1.05282
C 2.45892 1.37172 -1.42289
C -2.88369 0.39766 -2.05181
H 3.38068 0.77558 -1.41783
H -1.66294 4.10965 -0.47910
H -3.95280 0.18905 -1.90821
H 4.49118 6.78468 -2.47183
C 0.45816 -3.81053 2.60448
H -6.18313 -5.44993 -0.03241
C -4.11918 -2.81292 3.37054
C -0.64309 -5.32476 4.20168
H -2.68024 -2.08169 1.25576
P 2.02586 1.89085 0.31326
C 1.44261 3.59596 0.06381
C 3.56171 5.44478 -3.90610
H 5.97696 4.69023 -3.30533
H 1.35758 4.07298 1.04526
C -2.47694 -5.76400 1.57925
H -2.16081 3.24219 -1.95679
C -2.25419 0.70465 -0.74585
H -1.65999 0.74950 3.64873
H 5.26982 3.41485 -0.71168
H -1.55273 -5.60120 4.75705
C 2.87585 4.11433 -3.97457
C 3.51897 2.93793 -3.96403
C -4.76983 -4.70861 1.40979
H 2.62310 2.25533 -2.05690
```

---

C38H56IN3O5S | the ωB97M-V functional and the def2-TZVPD basis

Computed properties:
**Multiplicity**: 3
**Frontier orbital gap**: 8.121 eV

Structure (XYZ):
```
104
C38H56IN3O5S | the OMol25 dataset | the ωB97M-V functional and the def2-TZVPD basis
C 2.05608 -2.31811 -3.20378
N 3.39502 -2.94318 -2.95599
C 6.02310 -0.24617 3.98291
H 6.15742 0.93731 6.49839
C 0.96778 -3.39328 -3.43422
H 3.82508 -5.79209 -1.77704
C -7.81591 3.65589 1.01129
C -5.06352 -0.66790 -3.83317
H 2.89383 -3.44804 0.43753
H 6.95122 -2.11298 3.37964
H 7.24439 -1.06946 6.31882
C -6.71019 4.33124 0.07578
C -5.53769 1.92921 -3.64702
O -2.72575 -3.36464 -3.09265
H -3.75105 -1.48970 -5.47527
C -1.37963 7.30299 -0.79882
H -0.64048 7.16249 -2.93163
C -7.73896 2.06276 1.07867
C 3.02522 -5.04780 -1.70830
H 5.59732 -2.88205 -1.01258
C 2.97169 -2.80621 -0.44663
H 4.61082 1.33080 5.77561
H -6.34646 -2.03746 -2.34368
H -8.83746 3.91350 0.52692
C -6.52002 3.83681 -1.40852
H 3.69302 -4.48283 4.83775
H -8.20751 1.49345 0.18977
C -3.00714 -2.18877 -3.46224
H 2.42109 -5.23563 -2.59472
H 2.26319 -0.54276 -1.95308
H 3.65233 -1.99357 -0.16284
C 4.04412 -2.46787 4.00081
N 4.04308 -1.39591 5.04221
C 2.62412 -2.82756 3.46818
H 0.12829 5.92016 -1.82441
H 1.24608 -4.07159 -4.24675
H 5.25859 -4.31568 4.04065
C -6.13088 -0.98226 -2.72154
H -6.29513 0.53334 1.74869
H 5.16180 -4.45102 -0.35914
H 0.82864 -2.93147 -0.68937
H 6.60680 -1.01750 2.06353
H 5.89487 -1.98346 6.98676
C -4.74445 0.78171 -4.31550
H 5.43014 0.53934 3.49842
H 5.63230 -4.31329 -2.05629
O -3.76543 7.16752 0.08267
H 2.66497 -0.60164 -4.46603
H -7.43519 1.36332 3.18040
H 0.75051 -3.99270 -2.54969
H -8.08945 3.15508 -2.60000
H 1.37625 -1.47263 0.10016
H -1.58869 5.60913 -2.38840
H 1.92829 -3.02867 4.28868
C 6.33461 -1.61733 6.05412
C -6.63149 1.65245 -2.54387
H -3.97752 1.05572 -5.10767
H 6.99867 0.20422 4.19632
C 5.34771 -0.70191 5.29073
C -5.74869 5.48910 0.55246
C -4.22009 -1.86603 -4.49028
H 6.67048 -2.47814 5.47489
H 2.41697 -5.29840 -0.83463
C 2.03679 -1.49583 -4.51677
C 5.18239 0.51761 6.23219
H -3.72195 6.04413 -2.55718
O 4.33456 -1.96511 -3.08055
C -2.42229 6.54748 0.16054
H 4.96349 -3.65929 5.64821
C 4.52449 -3.79327 4.66054
C -4.48502 5.63207 -1.81860
C 6.20783 -1.40274 3.00694
C 1.61342 -2.17020 -0.70931
H 5.08278 -3.01419 2.15655
C 3.59014 -3.59973 -1.62769
H 2.37129 -2.10323 -5.36332
S -5.28497 3.74368 -4.02902
H -7.72091 0.01902 -1.24207
H -2.46724 5.41558 0.01162
O 3.13921 -0.44931 4.66637
H -4.85798 -2.79158 -4.67265
H -1.93026 8.22349 -1.22796
H 4.68501 0.22831 7.16289
N -7.38870 2.76517 -1.93574
H 0.01706 -2.92891 -3.71278
C -6.94945 0.19013 -2.06174
H -7.86000 4.07244 2.07198
C 4.88641 -2.11139 2.74517
H -2.61597 -0.61591 -2.27295
H 2.19602 -2.03754 2.84520
C -0.87707 6.43877 -2.06235
O -2.14971 -1.15571 -2.95008
H -2.05591 6.70878 1.24594
C 1.60852 -1.41943 -2.03567
H 4.29792 -1.45482 2.09209
H 0.60361 -1.02576 -2.22300
C -7.10353 1.28214 2.09472
C -5.40584 4.49094 -2.31726
H 1.02354 -1.14889 -4.74217
I -5.95477 6.25005 2.59685
C -4.66317 6.13664 -0.34700
H 2.66569 -3.72678 2.84432
C 5.08350 -3.81768 -1.24943
H -0.42603 7.63103 -0.23385
```

---

C38H56N3OP4PbSe | the ωB97M-V functional and the def2-TZVPD basis

Computed properties:
**Relative energy (zero: lowest compared OMol25 entry of this formula, charge and spin)**: 20.4 kcal per mole
**Total charge**: +1
**Frontier orbital gap**: 7.572 eV

Structure (XYZ):
```
104
C38H56N3OP4PbSe | the OMol25 dataset | the ωB97M-V functional and the def2-TZVPD basis
H -1.77170 2.05644 3.94247
H 2.37355 -0.82931 1.32622
C 5.15130 -1.73594 -2.49878
C -1.02635 -0.94025 4.55021
H -1.10441 4.14326 2.06010
H -0.55098 -1.91761 4.45126
H 3.25830 5.10401 -1.96705
H 4.75109 2.22487 2.00866
N 1.25643 -5.44903 -1.74467
N 2.21742 -3.84471 -3.23136
H -2.90523 3.99498 0.09160
H 3.22253 0.08483 0.08094
H -0.76189 -2.86158 2.32957
H 7.28378 -2.32764 0.10312
H 3.52388 -1.70574 -3.89536
H 7.08798 -0.80445 -0.78009
H -0.32219 -1.29941 -3.32894
C 2.50977 1.23663 3.62108
H 1.88185 -0.84022 3.89705
H -8.83062 2.10614 1.47864
C 1.53171 0.16773 4.13513
C 1.51080 4.18078 -1.14002
C 3.96863 -4.02136 -1.47486
H -0.11620 2.67852 3.84581
C 0.62435 2.28961 -2.35945
C -0.73319 1.85801 4.21371
C 2.58737 3.45315 -3.16414
H -2.80023 2.94082 -1.31644
C -0.35119 4.19533 1.27417
C 3.07308 -0.00524 1.15866
H -4.73217 -0.66579 -2.47689
C 3.97261 -2.21470 -3.04712
H 1.69155 1.79042 -4.16245
C 3.84589 2.66879 1.58711
H -5.47591 -0.03817 3.88554
C 5.77072 -2.38829 -1.43522
C 0.29514 -0.39837 -3.33899
H 1.48039 4.87420 -0.30844
C 1.54250 -5.03946 -3.04670
C -0.13829 -4.78542 1.57799
C -5.14107 0.41972 -0.66198
H -3.82032 0.07103 3.25776
H -2.39467 0.75068 -4.13712
H -1.06945 1.76817 -4.75688
H -8.40565 2.88134 -0.05238
P 2.39357 1.56759 1.81040
H -3.34532 0.19921 -1.83389
C -4.63829 -0.08063 0.54791
H 2.20994 -3.61023 -4.21128
H 3.53285 0.95093 3.87842
H -7.11315 0.92806 2.62406
H 4.03138 -0.24138 1.63041
O 1.20682 -5.72514 -3.98494
H 5.60765 -4.05698 -0.10504
C 5.15031 -3.52565 -0.93439
H 3.66511 3.63504 2.06187
H 2.30700 2.18924 4.11858
C 3.37546 -3.37273 -2.55124
H 0.86666 -2.72389 -1.45342
H -9.17592 1.29874 -0.05114
N 0.07399 -2.70742 0.44847
P -0.62153 0.95177 -2.50082
C -8.45153 1.92568 0.47316
H 0.62929 4.00172 1.71114
C -6.56339 0.78132 1.69908
C -4.42283 0.25766 -1.97747
H 7.90790 -2.16535 -1.53579
H -0.37233 5.19586 0.83968
C -4.81253 -0.34896 3.07831
H 1.46693 0.23982 5.22427
C 7.08153 -1.89259 -0.87547
C 1.63833 2.45113 -3.30332
H 0.52589 -0.14811 -4.37621
H 0.50551 -6.52258 0.50012
H 1.22175 -0.60041 -2.79782
C 0.55502 3.17180 -1.25788
H 3.54151 -4.93065 -1.07625
H 3.37644 3.55947 -3.90007
C -6.36666 1.07811 -0.65358
H -6.76137 1.45928 -1.59216
C -7.10187 1.25466 0.50964
C -5.33928 0.11892 1.74626
H -4.65254 1.09311 -2.64269
H -2.00079 4.53660 -1.34034
H 0.97422 -6.41654 -1.75220
C 2.52074 4.31782 -2.08123
C 0.60972 -3.33946 -0.60016
P -0.18703 0.27560 3.46531
H -0.96474 -0.62461 5.59307
H -2.07322 -1.03940 4.26300
H -2.23677 2.42626 -3.59128
H -0.45783 -5.33483 2.45440
C -2.25368 3.67466 -0.72330
H -0.65190 1.80702 5.30103
H 3.99474 2.84121 0.51896
C -0.29721 -3.41180 1.51820
C 0.78251 -4.72213 -0.63807
H 5.60370 -0.83989 -2.91365
Se -3.06402 -1.19921 0.55087
C -1.68138 1.53620 -3.88370
H -4.71089 -1.43540 3.10548
P -0.74499 2.92423 0.01634
C 0.39968 -5.44224 0.49051
Pb -0.65411 -0.01724 0.40835
```

---

| no. | molecular weight (g/mol) | calculated total energy (a.u.) |
| --- | --- | --- |
| 1 | 1146.7 | -3948.95344 |
| 2 | 798.3 | -2416.44265 |
| 3 | 793.9 | -2717.29346 |
| 4 | 980.9 | -5680.71186 |